# 1
The molecule C35H34N2O8 at a distorted geometry. Source: OMol25; level of theory: ωB97M-V/def2-TZVPD.

As for the LUMO energy: 0.345 eV. As for the SMILES: O=C(C1=C[C@@H](c2coc3ccccc3c2=O)C[C@@H](OCc2ccc(CO)cc2)O1)N1CCN(Cc2ccc3c(c2)OCO3)CC1. Its electronic energy is -56206.0788 eV. The calculation puts the frontier orbital gap at 8.43 eV. The charge is 0. The highest occupied orbital energy comes out at -8.09 eV. Its spin multiplicity is 1. For the energy above the lowest of the compared OMol25 structures with the same formula, charge and spin, the calculation gives 3.9 kcal/mol.

XYZ file:
```
79
Properties=species:S:1:pos:R:3:forces:R:3
C 1.93944 2.73372 0.32246 -0.07 0.05 -0.06
H 0.68439 -2.97740 2.66007 0.04 0.10 -0.28
H -6.07439 -0.39559 1.31198 -0.06 0.06 -0.05
C -4.28568 -2.30220 0.80563 0.24 0.06 -0.05
H 1.70305 -4.64305 1.15835 0.00 0.00 0.02
O 3.28455 0.26719 -1.34830 0.07 0.32 -0.08
C 5.01184 1.75360 -0.74696 -0.15 -0.08 -0.12
H -0.38159 1.75245 -1.92366 -0.09 0.03 -0.11
H 0.65806 3.78414 -2.64727 0.05 0.05 0.14
H -0.32682 3.47502 1.73035 -0.27 -0.04 -0.07
C 6.76132 1.03619 0.74310 0.08 -0.11 0.12
N -2.44824 -2.11941 -0.81262 -0.18 -0.05 0.01
C 1.49412 3.72846 -1.93638 -0.31 0.05 0.10
H -5.10954 1.37471 -1.74334 -0.09 -0.05 -0.10
H -4.54833 -2.08318 1.84200 0.01 -0.03 0.05
C 5.01051 -0.50538 0.13904 -0.06 0.26 -0.12
H -3.43401 3.19184 -1.86250 0.02 0.10 -0.14
H 0.96186 -0.04330 3.08844 -0.07 -0.02 -0.12
C -2.78991 2.85030 0.14911 -0.14 -0.26 0.39
C 4.42526 0.49034 -0.64832 0.64 -0.10 0.43
O -1.16122 -2.72965 -2.53995 0.16 -0.05 0.03
H 2.35067 1.74864 2.17538 0.08 0.00 0.13
H -2.19880 -2.58552 1.20248 -0.15 0.16 -0.05
C 4.40658 -1.84413 0.22994 -0.14 0.16 -0.26
C 0.21507 1.76171 -1.02229 0.06 0.05 0.00
C 2.67715 -0.91816 -1.20439 -0.01 -0.67 0.06
C -4.66034 0.82161 0.26782 -0.13 0.16 -0.10
H 1.66814 4.72468 -1.52227 -0.08 -0.07 -0.05
O -0.21198 -2.77169 0.89924 -0.18 0.09 -0.37
C -1.29232 -2.60324 -1.32793 -0.19 0.00 -0.39
C -4.49062 1.57927 -0.88223 -0.16 -0.08 0.22
C 1.18367 2.73958 -0.84361 0.03 0.11 -0.08
C 1.05268 -3.15886 -1.08744 -0.19 -0.08 0.14
C 6.17031 2.01719 -0.05056 -0.13 -0.05 -0.07
C -0.09996 -2.89012 -0.46558 0.79 -0.22 -0.10
C -4.82152 -1.85288 -1.44861 0.21 0.06 -0.02
H -4.40555 -3.37951 0.64096 0.08 -0.02 0.10
H -1.65569 4.57048 2.25034 -0.04 -0.23 -0.15
H -6.49536 -0.06631 -0.37460 -0.01 0.05 0.09
C 0.01065 0.79334 -0.05679 0.01 -0.03 0.07
H 2.61694 2.47165 -2.91088 0.00 0.02 0.05
C 2.35526 -3.25703 -0.36421 0.02 0.06 0.29
H -4.95792 -2.91997 -1.65780 0.03 0.03 -0.12
H 6.62389 2.99423 -0.12326 0.02 0.09 -0.03
C -2.95794 2.10337 1.31620 0.01 0.23 -0.39
C 3.12764 -1.95627 -0.47542 0.18 0.04 -0.32
O 4.93612 -2.76537 0.83271 -0.02 -0.02 -0.01
C 0.99114 -2.68600 1.63876 0.35 -0.52 0.70
C -5.66881 -0.31011 0.29943 0.01 -0.06 -0.04
H -3.08904 -1.78752 -2.74726 -0.07 0.11 0.14
H -0.38676 -0.71290 2.12602 0.06 0.08 0.01
H 2.69863 3.48839 0.46629 0.11 0.09 0.01
C 0.64555 -0.35272 2.08399 -0.03 0.00 0.08
H -3.24048 -0.38847 -1.65292 0.04 -0.15 -0.06
H 2.96885 -3.51906 1.70288 -0.08 -0.07 0.03
C -3.55243 2.60672 -0.96619 0.31 0.20 0.14
C -3.88675 1.09621 1.40257 0.15 0.32 0.04
C 2.06941 -3.61728 1.09980 -0.20 0.34 0.03
H 2.98035 -4.04609 -0.79735 -0.09 0.05 0.03
H 7.66988 1.25677 1.28252 0.08 0.01 0.05
H 1.75145 -0.95007 -1.76234 0.01 0.04 0.03
C -2.80707 -1.93932 0.57660 -0.18 -0.11 0.63
H -4.02001 0.54636 2.32052 -0.02 -0.11 0.15
N -5.21413 -1.63692 -0.07427 -0.19 -0.08 0.05
H -2.63967 -0.89313 0.86382 0.07 -0.20 0.03
H 1.03894 -3.24595 -2.16144 -0.14 0.08 -0.09
C -1.41163 3.65063 1.69227 0.91 0.81 0.63
H 4.54191 2.50204 -1.36601 -0.07 0.08 -0.06
H -0.73630 0.02976 -0.21607 -0.15 -0.14 0.00
O -1.82047 3.79566 0.34949 -0.37 -0.16 -0.49
C 0.77660 0.77770 1.10121 -0.01 -0.07 0.11
H 6.62432 -0.99478 1.43314 0.03 -0.07 0.04
H -5.48185 -1.28706 -2.10731 -0.02 -0.01 -0.05
C 6.18824 -0.21063 0.83288 -0.04 0.07 -0.05
C 1.74282 1.75861 1.28249 -0.05 -0.04 0.03
O 1.51169 -1.39395 1.63411 -0.09 -0.03 0.00
O -2.08928 2.55677 2.27338 -0.39 -0.49 -0.02
C -3.36697 -1.47463 -1.73987 -0.20 0.00 -0.46
O 2.69043 3.38544 -2.60956 0.34 -0.08 -0.26
```
Positions in Å, forces in eV/Å.

Atomic partial charges in e from the Mulliken method, atoms 1 to 6: -0.87 0.29 0.45 -1.58 0.44 -0.40


# 2
A structure of composition C35H34N3O2S4SeSiZr at a distorted geometry. Source: OMol25; level of theory: ωB97M-V/def2-TZVPD.

As for the LUMO energy: -2.905 eV. Its electronic energy is -163254.0428 eV. The calculation puts the frontier orbital gap at 7.50 eV. The charge is +1. The highest occupied orbital energy comes out at -10.40 eV. Its spin multiplicity is 1. For the energy above the lowest of the compared OMol25 structures with the same formula, charge and spin, the calculation gives 102.5 kcal/mol.

XYZ file:
```
81
Properties=species:S:1:pos:R:3:forces:R:3
C 0.66357 -2.57455 -0.05214 0.40 0.20 -0.27
H -4.53948 3.49599 1.30367 0.01 -0.02 0.00
H -3.06462 -3.67036 -0.54459 0.00 -0.01 0.04
C 3.22877 -2.79005 4.24612 -0.03 -0.01 0.07
C 5.02515 2.30303 -1.71657 0.01 0.01 0.02
C 4.15959 -3.12847 5.37458 0.16 -0.17 -0.18
H 2.46688 -3.45350 -2.73363 -0.01 0.01 0.00
C -5.41710 0.46437 2.51435 0.03 0.01 -0.01
H -3.22528 -0.91906 -0.16334 -0.02 0.00 0.04
O 4.99567 -2.36631 5.76344 -0.06 0.08 0.08
H 0.87379 -4.02350 2.15624 0.05 -0.02 0.00
C 2.84013 1.49247 -1.11096 0.03 -0.02 -0.09
O 4.07218 -4.36154 5.91666 -0.13 0.01 -0.01
H -2.43396 5.31467 -3.37082 0.01 -0.02 0.04
C -3.61640 -2.44289 -2.19524 -0.03 -0.13 0.11
C -2.27298 -0.48089 -2.94111 -0.01 -0.04 0.00
S 1.56912 2.18739 1.29228 0.34 -0.16 -0.10
C 0.44749 3.75150 -2.82311 0.16 -0.08 -0.08
H 3.94540 -0.78694 4.23856 -0.01 0.00 -0.02
C 4.04457 2.89368 0.40357 -0.02 0.00 0.03
S -1.74996 2.96402 1.56021 0.01 -0.14 -0.08
Se -1.44630 2.23336 -0.51321 -0.89 0.24 -0.47
C -3.45839 -1.35738 -2.94318 0.02 0.13 -0.09
H -1.56698 -4.92769 -2.69052 0.01 -0.01 0.01
C 1.15099 -2.28457 -1.44956 0.14 -0.07 0.24
Si -0.94716 4.24361 -1.72470 0.08 -0.27 0.10
H 0.60848 -3.61702 0.22993 -0.05 -0.02 0.05
H -6.55485 2.14882 1.80594 0.02 -0.01 0.01
C -5.56898 1.74217 1.98776 0.01 -0.01 0.02
C -2.52641 4.50619 -2.64060 -0.16 0.04 -0.03
H 5.84112 2.36435 -2.42398 -0.01 0.00 0.01
H -2.18595 0.12783 -3.84404 -0.03 -0.03 -0.01
C 1.44832 -3.40683 -2.36983 0.08 0.10 0.08
H 4.09912 3.41307 1.35196 0.03 0.00 -0.02
H -2.79306 3.59004 -3.17112 -0.04 0.05 -0.05
C -4.44400 2.49556 1.70670 0.01 0.00 0.04
H 3.34455 -4.86681 5.53523 0.05 0.06 0.05
N -0.33611 -2.18610 -1.07115 -0.24 -0.15 -0.09
N 0.89220 -1.57948 0.92224 -0.12 -0.35 0.09
C 2.35911 -3.68657 3.63938 -0.11 -0.03 -0.01
H -4.19920 -1.13159 -3.70111 0.03 0.04 0.01
C 2.88981 2.15974 0.11369 0.07 0.07 0.00
C 0.55237 -4.31667 -2.73574 -0.20 -0.07 0.00
C 2.49462 -1.09919 2.69046 0.00 0.02 -0.02
H 2.65847 -1.21030 -2.50883 0.00 0.00 -0.03
H 0.22398 2.79467 -3.30117 0.06 0.03 -0.05
H -2.16227 -1.92505 0.82244 0.00 -0.02 0.05
H -1.41601 5.65223 0.21567 0.04 0.05 0.02
N -1.29658 -0.34320 -2.13520 0.04 -0.09 0.20
H 0.60409 4.49549 -3.60890 -0.01 -0.01 0.04
C -1.14952 -0.94568 -0.80309 0.00 -0.16 -0.93
H 0.27229 5.11257 0.19861 0.00 0.05 0.00
H 3.80145 1.08317 -2.98526 0.00 0.02 0.02
C -2.38305 -1.60748 -0.19652 -0.03 -0.04 -0.10
H 2.25977 -4.70991 3.98414 0.02 0.00 -0.03
C 1.63926 -2.00488 2.06215 0.07 -0.04 -0.21
H -6.28951 -0.13239 2.74878 0.02 0.01 0.00
H -3.33784 4.75229 -1.95307 -0.01 -0.01 -0.05
S -1.43201 -0.04526 2.83860 -0.05 -0.17 -0.05
H 1.37496 3.64824 -2.25497 -0.01 -0.01 -0.04
C 5.09777 2.95815 -0.49226 -0.02 0.00 0.02
C 3.88796 1.58137 -2.02617 -0.02 -0.02 0.02
H 5.97963 3.53138 -0.23685 -0.01 -0.01 0.00
S 1.38744 0.59097 -1.59372 -0.04 -0.19 0.13
H -4.50212 -3.05392 -2.32756 0.03 0.00 -0.01
Zr -0.04324 0.31366 0.78166 0.23 0.88 1.21
C -3.00563 0.68927 2.46714 -0.02 0.08 0.05
H -4.03985 -1.04108 3.17928 -0.02 0.01 -0.02
H 2.56466 -0.08286 2.32533 0.05 0.01 -0.05
C -0.84779 -4.20351 -2.33204 0.16 -0.10 -0.14
C 1.57018 -3.30386 2.56573 -0.12 -0.03 0.11
H -0.25210 6.42567 -0.87442 -0.01 -0.03 0.01
C -0.55004 5.47516 -0.42315 0.06 0.14 0.16
C 3.27136 -1.48775 3.76419 -0.01 0.08 0.04
H 0.83898 -5.12868 -3.38950 -0.01 0.02 0.00
H 2.77278 -1.12157 -0.73960 0.06 -0.05 0.03
C 2.09130 -1.09196 -1.58869 -0.11 0.08 -0.17
C -4.15448 -0.05256 2.75295 0.01 -0.01 0.02
C -2.65664 -2.83033 -1.10481 0.01 0.12 -0.02
C -3.17169 1.97700 1.93955 0.04 0.02 0.05
C -1.27179 -3.19292 -1.59312 0.01 0.11 0.23
```
Positions in Å, forces in eV/Å.

Atomic partial charges in e from the Mulliken method, atoms 1 to 6: -0.63 0.44 0.63 1.11 -0.85 0.52


# 3
A structure of composition C35H34N7O2PPdS3. Source: OMol25; level of theory: ωB97M-V/def2-TZVPD.

As for the LUMO energy (alpha / beta): -0.577 / -1.603 eV. Its electronic energy is -96649.8814 eV. The calculation puts the frontier orbital gap (alpha / beta) at 7.29 / 6.31 eV. The charge is 0. The highest occupied orbital energy (alpha / beta) comes out at -7.87 / -7.91 eV. Its spin multiplicity is 3. The expectation value of S² is 2.01. For the energy above the lowest of the compared OMol25 structures with the same formula, charge and spin, the calculation gives 0.5 kcal/mol.

XYZ file:
```
83
Properties=species:S:1:pos:R:3:forces:R:3
O 4.55842 -1.46381 0.63556 0.00 0.04 0.04
C 4.25272 5.82413 -1.89826 0.02 0.00 0.02
C -0.05309 -5.96443 1.13809 0.01 -0.05 0.00
H 5.03584 4.99160 -0.07859 0.00 0.00 0.00
H -3.03360 1.74794 -2.66391 0.00 -0.01 0.00
C -0.04583 -4.67571 0.64004 0.02 0.01 -0.03
H -4.40531 -0.88872 0.24644 0.00 0.00 0.00
H -3.15756 -2.33629 -3.44994 -0.01 0.00 0.00
C -4.36252 -0.67973 -0.82578 -0.01 0.01 -0.01
O 2.72447 -1.51873 -0.64608 0.10 -0.06 -0.08
N 1.38961 -2.26226 -3.23528 -0.15 -0.03 0.23
C 4.22285 4.98073 -0.79285 0.01 0.02 -0.01
C 3.12348 -0.57362 2.85226 -0.03 -0.03 -0.05
H -1.86194 -2.76828 -1.49078 -0.01 0.02 -0.02
H 3.13506 3.45469 0.24528 0.00 0.00 0.00
N -1.56605 -0.70338 -1.20988 -0.05 -0.01 0.12
C -1.56915 -0.41476 -2.68176 0.05 -0.04 0.01
H 5.08930 6.49603 -2.04188 0.00 0.00 0.00
Pd 0.63495 -1.00476 -0.62746 -0.23 0.23 0.44
H -0.45645 -6.15292 2.12409 0.00 0.00 0.00
C 0.48592 -4.45312 -0.62675 -0.19 0.12 0.18
H 1.38821 -7.63946 -1.44813 0.01 0.00 -0.01
C 0.15056 3.36093 0.40372 -0.02 0.01 0.05
C -0.99335 -1.02144 2.51298 -0.01 -0.02 0.00
C -0.04207 2.38599 1.37041 0.04 -0.05 0.00
C 2.35642 -0.30149 3.93959 -0.01 0.01 -0.02
C 0.99726 -5.52073 -1.36502 0.01 -0.07 0.02
C 2.10648 4.10263 -1.52807 0.06 -0.02 -0.02
N -2.91848 -0.27392 -3.19825 -0.01 -0.02 -0.03
C -0.62111 5.03074 1.95708 -0.01 0.00 0.05
H -1.07510 -1.24670 -3.18980 0.01 0.02 0.00
H 3.23846 6.45707 -3.67761 0.00 0.00 0.00
C 0.09220 -0.26091 4.96235 -0.03 0.00 -0.03
C 3.15505 4.12116 -0.60906 -0.03 -0.02 0.03
C 1.15626 -3.32272 -2.41100 0.04 0.09 0.00
H -1.72647 1.34489 -0.75658 -0.02 0.00 0.00
C -3.65349 -1.50788 -2.93891 0.00 -0.03 0.00
H -2.41739 -2.14602 0.07242 0.02 -0.03 -0.01
H -0.43037 -3.84350 1.21691 0.00 0.01 0.00
H 4.20254 -0.52779 2.85247 0.00 0.01 0.00
N 0.56294 -3.21697 -1.25319 0.18 0.04 -0.40
C -1.80209 -0.84077 3.59882 -0.01 0.00 0.02
S -0.71807 3.25333 -2.58381 -0.03 0.01 -0.06
C -1.25524 -0.45116 4.84029 0.01 -0.01 -0.02
S 1.60747 -4.93132 -2.88586 0.05 -0.08 -0.05
C 0.98868 -6.81751 -0.86976 -0.02 0.03 -0.02
N -3.64103 0.56951 -1.04573 -0.02 0.01 0.00
C -0.14701 4.68979 0.70296 -0.02 0.00 -0.07
H 1.40544 -1.36886 -2.74219 0.25 -0.10 -0.43
H -0.67750 1.95367 3.37301 0.00 0.00 0.00
H -1.18006 4.31787 3.90442 -0.02 0.00 0.00
H -0.01250 5.45462 -0.05295 0.01 0.00 0.00
C -2.28202 0.43064 -0.55044 0.01 0.01 -0.02
H -0.84619 6.06487 2.18384 0.01 0.00 0.00
H -5.38104 -0.57305 -1.20306 0.00 0.00 0.01
C 3.21522 5.80307 -2.81553 -0.01 0.01 -0.02
H 0.44258 -8.02861 0.80073 0.00 0.00 0.00
H 0.52656 0.02855 5.91121 0.00 0.00 0.00
S 1.67184 1.12829 -1.21912 -0.16 0.19 0.02
H 0.19932 1.35790 1.13351 0.02 0.02 0.02
H 2.80091 0.00826 4.87767 0.00 -0.01 0.01
C 2.49447 -0.94123 1.64189 0.04 -0.06 0.05
N 1.18908 -1.02909 1.51530 0.04 0.04 0.06
H -2.86880 -1.00207 3.51050 0.00 0.00 0.00
H -1.90574 -0.31375 5.69344 0.00 0.01 0.00
H -1.00835 0.50703 -2.84400 -0.01 -0.01 -0.01
P 0.71433 2.95913 -1.27950 0.09 -0.16 -0.01
H -2.30545 0.25627 0.52560 0.01 0.01 0.00
C 0.45767 -7.02830 0.39000 -0.02 0.02 0.04
C 3.36389 -1.32700 0.44283 0.01 0.01 -0.06
N -3.72311 -1.81109 -1.50517 -0.01 -0.01 0.01
H -1.38954 -1.33964 1.56001 0.00 0.01 -0.01
C 0.95021 -0.44821 3.85309 0.06 0.00 0.10
H 2.14932 -2.34870 -3.89200 0.00 -0.05 0.00
H -4.66804 -1.41062 -3.32875 0.00 0.01 0.00
C 2.14020 4.94198 -2.63207 -0.02 0.01 0.01
C -3.58294 0.82453 -2.48933 0.00 0.02 -0.01
C -0.52763 2.72448 2.62681 0.00 0.00 0.01
C -0.81239 4.04806 2.92256 0.01 0.00 -0.01
C -2.36929 -1.93880 -0.99879 0.00 0.02 0.02
H 1.31986 4.91578 -3.33818 0.00 0.00 0.00
H -4.60008 0.92725 -2.87161 0.01 0.00 0.00
C 0.39743 -0.82355 2.61446 -0.03 -0.07 -0.06
```
Positions in Å, forces in eV/Å.

Atomic partial charges in e from the Mulliken method, atoms 1 to 6: -0.72 -0.42 -0.79 0.39 0.19 0.07


- Which formula does entry 1 have?
  C35H34N2O8


- Among the records above, which one has the highest electronic energy?
  C35H34N2O8


- Among the records above, which one has the highest electronic energy?
  C35H34N2O8


- charge of number 2 (C35H34N3O2S4SeSiZr)?
  +1